Entry 1:
Formula: C28H52ClF3I2N2O10P
Source: the Open Molecules 2025 dataset
Level of theory: ωB97M-V with the def2-TZVPD basis set

Results
HOMO: -10.90 eV
M: 953.96 g mol⁻¹
net charge: +1

Positions of all 99 atoms, in Å:
C: 4.631 -3.068 -0.721
O: 4.019 -1.938 -1.494
C: 2.902 -1.470 -0.645
C: 1.912 -0.370 -1.424
C: 0.408 -0.470 -0.700
C: -0.002 1.024 -0.242
C: -0.844 1.197 1.193
C: -0.673 2.856 1.333
O: -0.951 3.615 0.114
C: -0.085 4.807 0.083
F: -0.640 5.793 -0.907
F: 1.303 4.497 -0.381
F: -0.059 5.541 1.395
C: -2.393 0.589 1.103
C: -3.035 0.360 -0.428
O: -3.208 1.609 -1.183
C: -4.201 1.478 -2.262
C: -4.940 2.899 -2.744
O: -4.520 0.347 -2.903
C: -3.646 1.199 1.895
I: -3.784 0.755 4.072
C: -4.029 2.773 1.676
C: -3.975 3.711 3.020
I: -6.151 2.899 0.984
C: -2.121 -1.018 1.479
N: -3.284 -1.883 1.899
C: -0.842 -0.783 2.499
N: -0.162 0.606 2.460
C: -0.167 1.416 3.735
C: 0.117 0.613 5.129
C: -0.183 1.722 6.349
Cl: 1.419 2.514 6.953
P: 1.558 0.188 2.385
O: 2.098 -1.120 3.314
O: 2.645 1.452 2.046
H: 5.598 -3.503 -1.251
H: 3.884 -3.979 -0.595
H: 4.876 -2.632 0.361
H: 3.364 -0.919 0.306
H: 2.315 -2.440 -0.304
H: 2.422 0.673 -1.280
H: 1.881 -0.603 -2.572
H: -0.286 -0.956 -1.542
H: 0.519 -1.280 0.131
H: -0.608 1.454 -1.176
H: 0.927 1.760 -0.125
H: -1.355 3.326 2.160
H: 0.480 3.045 1.578
H: -2.323 -0.322 -1.103
H: -4.052 -0.266 -0.393
H: -4.415 3.195 -3.771
H: -4.678 3.794 -2.003
H: -6.098 2.781 -2.899
H: -4.613 0.613 1.499
H: -3.429 3.330 0.841
H: -4.057 4.838 2.634
H: -2.951 3.667 3.608
H: -4.920 3.581 3.737
H: -1.671 -1.702 0.609
H: -2.866 -2.633 2.516
H: -3.645 -2.399 1.043
H: -0.164 -1.715 2.190
H: -1.290 -1.157 3.509
H: -1.103 2.083 3.926
H: 0.738 2.191 3.635
H: 1.262 0.322 5.304
H: -0.598 -0.280 5.364
H: -0.636 1.101 7.258
H: -0.998 2.508 6.059
H: 3.002 -0.881 3.714
H: 3.122 1.343 1.170
O: -4.522 -0.718 -9.877
C: -4.497 -0.514 -8.668
O: -5.263 -1.250 -7.830
C: -5.174 -1.213 -6.395
C: -6.005 -0.077 -5.830
C: -3.685 0.615 -8.101
H: -4.131 -1.179 -6.065
H: -5.580 -2.165 -6.036
H: -5.644 0.896 -6.175
H: -5.980 -0.087 -4.737
H: -7.045 -0.163 -6.161
H: -4.254 1.545 -8.188
H: -2.761 0.702 -8.682
H: -3.380 0.466 -7.067
O: 5.861 -3.930 1.264
C: 7.077 -4.016 1.394
O: 7.907 -3.357 0.552
C: 9.330 -3.247 0.726
C: 10.040 -4.459 0.153
C: 7.672 -4.924 2.432
H: 9.587 -3.063 1.773
H: 9.641 -2.355 0.170
H: 9.749 -5.377 0.669
H: 11.125 -4.345 0.236
H: 9.779 -4.592 -0.902
H: 7.700 -5.945 2.042
H: 7.035 -4.895 3.322
H: 8.667 -4.629 2.761

Atomic partial charges in e from the Löwdin method, atoms 1 to 8:
1 C -0.12
2 O -0.25
3 C -0.24
4 C -0.13
5 C -0.21
6 C -0.11
7 C -0.18
8 C -0.11

***

Entry 2:
Formula: C2H7N
Source: the Open Molecules 2025 dataset
Level of theory: ωB97M-V with the def2-TZVPD basis set

Results
HOMO (spin up / spin down): 1.33 / -3.33 eV
energy relative to the best compared isomer or geometry (same formula, charge and spin): 5.9 kcal/mol
M: 45.09 g mol⁻¹
2S+1: 2
net charge: -1

Positions of all 10 atoms, in Å:
C: -1.793 -0.324 0.206
H: -1.660 -0.887 -0.711
H: -2.886 -0.260 0.306
H: -1.494 0.705 0.012
H: -1.324 -0.781 1.064
C: 1.610 0.576 -0.476
N: 2.629 0.170 0.305
H: 1.762 1.540 -0.957
H: 0.751 -0.080 -0.599
H: 2.406 -0.659 0.850

Atomic partial charges in e from the natural (NBO) method, atoms 1 to 8:
1 C -0.97
2 H 0.20
3 H 0.18
4 H 0.20
5 H 0.21
6 C -0.46
7 N -0.89
8 H 0.12

***

Entry 3:
Formula: C31H73BClO18S6
Source: the Open Molecules 2025 dataset
Level of theory: ωB97M-V with the def2-TZVPD basis set

Results
HOMO: -5.33 eV
M: 972.57 g mol⁻¹
net charge: -1

Positions of all 130 atoms, in Å:
C: 2.556 2.415 2.549
C: 1.670 1.864 1.901
B: 0.418 1.025 1.224
Cl: 0.844 -0.808 1.537
C: -0.902 1.337 2.146
C: -1.759 2.601 1.714
C: -0.937 3.932 1.505
C: -1.999 5.106 1.201
C: 0.263 1.390 -0.367
C: 0.834 0.303 -1.374
C: 2.411 0.203 -1.425
C: 3.164 1.581 -1.576
C: 2.919 2.327 -2.948
C: 3.392 3.843 -2.747
C: 3.184 4.749 -4.029
H: 3.433 2.525 3.259
H: -0.641 1.492 3.245
H: -1.589 0.432 2.134
H: -2.574 2.827 2.477
H: -2.287 2.357 0.745
H: -0.270 4.176 2.380
H: -0.261 3.911 0.598
H: -2.887 4.676 0.652
H: -2.264 5.609 2.169
H: -1.515 5.827 0.468
H: 0.808 2.367 -0.536
H: -0.809 1.584 -0.693
H: 0.368 -0.722 -1.242
H: 0.501 0.635 -2.414
H: 2.661 -0.403 -2.358
H: 2.848 -0.398 -0.567
H: 2.906 2.320 -0.755
H: 4.270 1.384 -1.472
H: 3.597 1.910 -3.762
H: 1.859 2.265 -3.324
H: 2.774 4.231 -1.879
H: 4.465 3.809 -2.401
H: 2.929 4.187 -4.967
H: 4.137 5.326 -4.245
H: 2.415 5.543 -3.779
O: -2.567 -4.993 3.819
S: -2.811 -3.750 4.497
O: -3.086 -2.543 3.781
O: -1.620 -3.481 5.536
C: -0.266 -3.478 5.053
C: 0.073 -2.204 4.300
C: -4.092 -3.994 5.691
H: -0.078 -4.361 4.438
H: 0.376 -3.555 5.934
H: -0.492 -2.133 3.373
H: 1.134 -2.172 4.049
H: -0.177 -1.325 4.898
H: -3.872 -4.890 6.268
H: -5.030 -4.113 5.152
H: -4.141 -3.118 6.336
O: -2.225 -3.601 -2.971
S: -3.346 -3.815 -2.101
O: -4.300 -2.778 -1.827
O: -2.824 -4.421 -0.716
C: -1.815 -3.695 0.011
C: -2.391 -2.487 0.719
C: -4.224 -5.247 -2.652
H: -0.993 -3.412 -0.652
H: -1.406 -4.384 0.753
H: -2.737 -1.739 0.003
H: -1.640 -2.019 1.357
H: -3.249 -2.771 1.330
H: -3.513 -6.052 -2.828
H: -4.736 -4.988 -3.578
H: -4.951 -5.528 -1.892
O: -6.234 1.501 0.482
S: -5.797 1.737 -0.864
O: -4.518 2.315 -1.150
O: -6.933 2.581 -1.637
C: -7.363 3.818 -1.065
C: -6.345 4.923 -1.280
C: -5.958 0.241 -1.790
H: -7.591 3.691 -0.003
H: -8.296 4.088 -1.564
H: -5.426 4.724 -0.727
H: -6.741 5.883 -0.941
H: -6.077 5.000 -2.336
H: -6.943 -0.184 -1.608
H: -5.183 -0.446 -1.451
H: -5.820 0.465 -2.847
O: 5.690 2.508 4.300
S: 6.454 3.694 4.045
O: 7.295 3.820 2.892
O: 7.315 4.051 5.359
C: 8.186 3.049 5.890
C: 9.448 2.901 5.061
C: 5.370 5.088 4.101
H: 7.661 2.095 5.985
H: 8.456 3.370 6.898
H: 9.223 2.504 4.069
H: 10.150 2.219 5.545
H: 9.931 3.870 4.919
H: 4.753 5.022 4.995
H: 4.745 5.059 3.209
H: 5.968 5.998 4.108
O: 6.521 -3.808 3.253
S: 6.941 -3.565 1.902
O: 8.224 -2.996 1.603
O: 5.807 -2.724 1.145
C: 5.376 -1.479 1.719
C: 6.391 -0.375 1.491
C: 6.761 -5.058 0.973
H: 5.156 -1.600 2.782
H: 4.441 -1.210 1.225
H: 7.315 -0.570 2.038
H: 5.996 0.586 1.827
H: 6.651 -0.303 0.432
H: 5.776 -5.478 1.165
H: 7.536 -5.749 1.301
H: 6.889 -4.831 -0.085
O: -4.664 -3.073 -9.730
S: -5.792 -3.294 -8.871
O: -6.750 -2.262 -8.605
O: -5.274 -3.898 -7.476
C: -4.276 -3.171 -6.744
C: -4.861 -1.962 -6.039
C: -6.657 -4.732 -9.425
H: -3.451 -2.885 -7.401
H: -3.870 -3.858 -5.999
H: -5.205 -1.216 -6.757
H: -4.116 -1.493 -5.396
H: -5.724 -2.249 -5.434
H: -5.941 -5.533 -9.594
H: -7.164 -4.477 -10.355
H: -7.388 -5.015 -8.669

Atomic partial charges in e from the Löwdin method, atoms 1 to 8:
1 C 0.03
2 C -0.11
3 B -1.04
4 Cl 0.59
5 C -0.20
6 C -0.24
7 C -0.25
8 C -0.13

***

Entry 4:
Formula: C9H19N4
Source: the Open Molecules 2025 dataset
Level of theory: ωB97M-V with the def2-TZVPD basis set

Results
HOMO: -11.24 eV
energy relative to the best compared isomer or geometry (same formula, charge and spin): 70.6 kcal/mol
M: 183.28 g mol⁻¹
net charge: +1

Positions of all 32 atoms, in Å:
C: 1.610 -1.297 -0.262
C: 2.231 -0.125 0.208
C: 0.259 -1.472 -0.170
C: 1.630 1.043 0.404
C: -0.657 -0.483 0.181
C: -0.464 0.899 -0.181
C: 3.713 -0.361 0.552
C: -0.322 -2.883 -0.417
C: -0.264 1.216 -1.647
N: 1.964 2.307 0.558
N: -1.649 -0.685 1.205
N: -1.204 1.795 0.501
N: -3.823 0.312 0.163
H: 2.286 -2.086 -0.565
H: 3.905 -1.409 0.057
H: 3.683 -0.424 1.640
H: 4.330 0.360 0.104
H: -0.923 -2.922 -1.382
H: -1.086 -3.236 0.413
H: 0.436 -3.711 -0.495
H: 0.364 2.065 -1.789
H: -1.144 1.158 -2.412
H: 0.411 0.373 -2.163
H: 2.643 2.681 -0.047
H: 1.358 3.008 1.141
H: -1.783 -1.637 1.563
H: -2.542 -0.077 1.106
H: -1.247 2.726 0.277
H: -1.382 1.575 1.550
H: -4.594 0.617 0.849
H: -4.338 -0.326 -0.459
H: -3.404 0.999 -0.484

Atomic partial charges in e from the natural (NBO) method, atoms 1 to 8:
1 C -0.11
2 C -0.16
3 C -0.08
4 C 0.34
5 C 0.27
6 C 0.15
7 C -0.60
8 C -0.63